Molecular formula: C19H14BeCl5N5O2S
Method: DFT, ωB97M-V with the def2-TZVPD basis set

XYZ file:
```
47
Properties=species:S:1:pos:R:3:mulliken_charge:R:1
Be -1.107 -1.891 -0.081 -0.267
Cl -1.180 -6.070 -5.381 -0.184
C -0.837 -4.960 -4.114 0.397
C -1.703 -4.852 -3.029 -0.183
Cl -3.125 -5.809 -2.931 -0.189
C -1.399 -3.959 -2.018 0.903
Cl -2.427 -3.746 -0.624 -0.171
C -0.253 -3.159 -2.024 -0.388
O 0.005 -2.348 -1.030 -0.453
C 0.591 -3.264 -3.137 0.310
Cl 1.965 -2.230 -3.188 -0.154
C 0.306 -4.157 -4.163 0.055
Cl 1.367 -4.266 -5.508 -0.175
N -0.840 -1.729 1.502 -0.386
C -0.695 -1.322 2.591 1.270
N -0.619 -0.803 3.737 -0.662
C 0.516 -0.747 4.422 0.560
N 1.470 -0.657 5.068 -0.555
C -2.109 4.196 1.136 -1.180
C -2.787 2.837 1.249 -0.380
C -1.813 1.705 1.541 -1.288
N -0.804 1.561 0.486 0.240
C -0.886 0.751 -0.546 0.444
S -2.278 -0.232 -0.839 -0.483
N 0.134 0.668 -1.438 0.101
C 1.435 1.243 -1.434 -0.051
O 1.946 1.504 -2.490 -0.556
C 2.100 1.421 -0.117 -0.240
C 2.058 0.403 0.835 0.355
C 2.714 0.570 2.043 -0.920
C 3.388 1.758 2.304 -0.552
C 3.437 2.766 1.351 -0.650
C 2.805 2.594 0.128 -0.169
H -2.840 4.986 0.966 0.378
H -1.404 4.226 0.302 0.294
H -1.561 4.441 2.049 0.303
H -3.332 2.602 0.331 0.268
H -3.523 2.850 2.056 0.397
H -2.332 0.756 1.636 0.468
H -1.266 1.885 2.468 0.470
H 0.043 2.102 0.593 0.292
H -0.090 0.175 -2.291 0.272
H 1.531 -0.519 0.617 0.553
H 2.695 -0.209 2.794 0.619
H 3.879 1.890 3.259 0.430
H 3.973 3.683 1.556 0.412
H 2.850 3.359 -0.637 0.448
```

Summary:
Maximum force   0.34 eV Å⁻¹
Relative energy (zero: lowest compared OMol25 entry of this formula, charge and spin)   0.1 kcal per mole
HOMO   -8.84 eV
Kohn-Sham gap   0.30278 Ha

=====

Molecular formula: C19H14Cl2N3Se2Te2Tl
Method: DFT, ωB97M-V with the def2-TZVPD basis set

XYZ file:
```
43
Properties=species:S:1:pos:R:3:mulliken_charge:R:1
Tl 2.042 0.113 0.332 0.718
C 0.944 4.535 1.528 -0.554
C 1.309 3.210 1.771 -0.404
N 0.660 2.186 1.262 -0.414
C -0.392 2.389 0.450 0.727
C -0.820 3.705 0.112 1.269
C -0.125 4.782 0.705 -0.692
C -1.857 3.877 -0.820 -0.952
C -2.406 2.774 -1.430 -1.044
C -2.038 1.484 -1.080 -0.152
C -1.064 1.228 -0.100 -0.506
N -0.606 0.024 0.285 -0.076
C -1.236 -1.152 0.312 -0.048
C -2.622 -1.357 0.160 -0.734
C -3.198 -2.611 0.262 -0.760
C -2.452 -3.734 0.545 -0.941
C -1.075 -3.598 0.782 1.237
C -0.260 -4.692 1.149 -0.553
C 1.066 -4.491 1.428 -0.831
C 1.580 -3.196 1.307 0.076
N 0.858 -2.168 0.926 -0.050
C -0.450 -2.320 0.665 0.188
H 1.518 5.341 1.962 0.373
H 2.154 2.979 2.406 0.372
H -0.427 5.800 0.479 0.376
H -2.175 4.876 -1.090 0.328
H -3.147 2.918 -2.207 0.333
H -2.494 0.657 -1.608 0.536
H -3.267 -0.504 0.001 0.530
H -4.267 -2.710 0.100 0.345
H -2.920 -4.707 0.616 0.322
H -0.700 -5.683 1.221 0.369
H 1.712 -5.301 1.742 0.361
H 2.625 -3.002 1.531 0.064
Cl 1.417 1.402 -2.591 -0.102
C 0.584 -0.062 -3.147 -0.091
Cl 1.203 -1.488 -2.300 -0.074
H 0.779 -0.175 -4.211 0.368
H -0.473 0.047 -2.905 -0.022
Se 4.206 0.228 2.669 -0.754
Te 5.149 -1.293 0.917 -0.258
Te 5.172 0.577 -1.081 -0.088
Se 5.490 -0.887 -3.060 -0.794
```

Summary:
Charge   -2
Maximum force   0.79 eV Å⁻¹
Relative energy (zero: lowest compared OMol25 entry of this formula, charge and spin)   18.1 kcal per mole
HOMO   -0.03 eV
Kohn-Sham gap   0.16344 Ha

=====

Molecular formula: C19H14ClN5O2
Method: DFT, ωB97M-V with the def2-TZVPD basis set

XYZ file:
```
41
Properties=species:S:1:pos:R:3:mulliken_charge:R:1
O 2.920 -2.955 0.258 -0.628
C 3.004 -1.932 -0.386 0.747
C 4.062 -0.935 -0.149 0.231
C 4.188 0.262 -0.859 -0.104
C 5.215 1.138 -0.568 -1.104
C 6.130 0.827 0.429 0.488
C 6.022 -0.358 1.146 -0.670
C 4.994 -1.226 0.855 -0.424
H 4.888 -2.154 1.397 0.462
H 6.738 -0.589 1.919 0.418
Cl 7.412 1.921 0.781 -0.202
H 5.309 2.062 -1.116 0.435
H 3.494 0.535 -1.638 0.427
C 1.948 -1.644 -1.462 -1.230
N 0.921 -0.765 -0.928 0.043
C 0.161 -1.213 0.102 -0.052
N -0.794 -0.574 0.683 -0.443
C -1.010 0.655 0.161 0.988
N -1.911 1.589 0.516 0.820
N -1.759 2.660 -0.274 -0.756
N -0.815 2.473 -1.102 -0.497
C -0.294 1.238 -0.895 0.213
C 0.770 0.516 -1.530 0.093
O 1.495 0.848 -2.439 -0.675
C -2.957 1.495 1.503 -1.387
C -4.118 0.714 0.937 0.779
C -5.173 1.371 0.319 -0.461
C -6.214 0.647 -0.235 -0.540
C -6.202 -0.737 -0.183 -0.417
C -5.146 -1.396 0.423 -0.685
C -4.105 -0.674 0.980 -0.146
H -3.273 -1.185 1.443 0.401
H -5.131 -2.475 0.461 0.376
H -7.014 -1.301 -0.616 0.380
H -7.033 1.164 -0.712 0.368
H -5.176 2.450 0.271 0.374
H -3.254 2.516 1.749 0.459
H -2.548 0.994 2.383 0.428
H 0.392 -2.205 0.466 0.475
H 2.372 -1.159 -2.343 0.624
H 1.494 -2.598 -1.747 0.392
```

Summary:
SMILES   O=C(Cn1cnc2c(nnn2Cc2ccccc2)c1=O)c1ccc(Cl)cc1
Maximum force   1.39 eV Å⁻¹
Relative energy (zero: lowest compared OMol25 entry of this formula, charge and spin)   0.0 kcal per mole
HOMO   -9.41 eV
Kohn-Sham gap   0.33171 Ha

=====

The lowest HOMO belongs to which entry?
C19H14ClN5O2

=====

Copy entry 1 word for word.
Molecular formula: C19H14BeCl5N5O2S
Method: DFT, ωB97M-V with the def2-TZVPD basis set

XYZ file:
```
47
Properties=species:S:1:pos:R:3:mulliken_charge:R:1
Be -1.107 -1.891 -0.081 -0.267
Cl -1.180 -6.070 -5.381 -0.184
C -0.837 -4.960 -4.114 0.397
C -1.703 -4.852 -3.029 -0.183
Cl -3.125 -5.809 -2.931 -0.189
C -1.399 -3.959 -2.018 0.903
Cl -2.427 -3.746 -0.624 -0.171
C -0.253 -3.159 -2.024 -0.388
O 0.005 -2.348 -1.030 -0.453
C 0.591 -3.264 -3.137 0.310
Cl 1.965 -2.230 -3.188 -0.154
C 0.306 -4.157 -4.163 0.055
Cl 1.367 -4.266 -5.508 -0.175
N -0.840 -1.729 1.502 -0.386
C -0.695 -1.322 2.591 1.270
N -0.619 -0.803 3.737 -0.662
C 0.516 -0.747 4.422 0.560
N 1.470 -0.657 5.068 -0.555
C -2.109 4.196 1.136 -1.180
C -2.787 2.837 1.249 -0.380
C -1.813 1.705 1.541 -1.288
N -0.804 1.561 0.486 0.240
C -0.886 0.751 -0.546 0.444
S -2.278 -0.232 -0.839 -0.483
N 0.134 0.668 -1.438 0.101
C 1.435 1.243 -1.434 -0.051
O 1.946 1.504 -2.490 -0.556
C 2.100 1.421 -0.117 -0.240
C 2.058 0.403 0.835 0.355
C 2.714 0.570 2.043 -0.920
C 3.388 1.758 2.304 -0.552
C 3.437 2.766 1.351 -0.650
C 2.805 2.594 0.128 -0.169
H -2.840 4.986 0.966 0.378
H -1.404 4.226 0.302 0.294
H -1.561 4.441 2.049 0.303
H -3.332 2.602 0.331 0.268
H -3.523 2.850 2.056 0.397
H -2.332 0.756 1.636 0.468
H -1.266 1.885 2.468 0.470
H 0.043 2.102 0.593 0.292
H -0.090 0.175 -2.291 0.272
H 1.531 -0.519 0.617 0.553
H 2.695 -0.209 2.794 0.619
H 3.879 1.890 3.259 0.430
H 3.973 3.683 1.556 0.412
H 2.850 3.359 -0.637 0.448
```

Summary:
Maximum force   0.34 eV Å⁻¹
Relative energy (zero: lowest compared OMol25 entry of this formula, charge and spin)   0.1 kcal per mole
HOMO   -8.84 eV
Kohn-Sham gap   0.30278 Ha

=====

Which formula does entry 1 have?
C19H14BeCl5N5O2S